# 1
This record from the Open Molecules 2025 dataset describes C39H30N2O4P2Pd as an isolated structure. The level of theory is wB97M-V/def2-TZVPD.

The geometry in XYZ format:
```
78
Properties=species:S:1:pos:R:3:mulliken_charge:R:1
C -2.23 0.86 5.48 -0.36
H -1.16 0.93 -3.41 0.37
Pd 0.69 0.24 0.77 -0.67
C -0.12 2.23 -2.06 0.49
C 1.42 3.78 -3.07 -0.68
H -4.12 -2.47 5.96 0.39
C -1.35 -3.39 1.08 -0.69
C 4.63 0.02 -0.60 0.06
H -1.70 1.79 5.34 0.47
H -3.72 -1.13 0.16 0.23
C -2.05 2.66 0.07 -0.04
C -4.07 -2.91 1.27 -0.75
C 1.82 -3.07 -2.86 -0.72
H 6.24 0.54 -3.55 0.48
H 1.89 -2.16 -0.92 0.31
H -3.87 5.39 -0.76 0.41
H -0.11 1.89 -5.43 0.41
H 2.87 -3.33 -2.85 0.45
H 1.47 -3.88 -4.81 0.40
C 1.04 -3.37 -3.96 -0.45
H 3.95 0.68 -2.51 0.52
C 6.07 0.29 -2.51 -0.60
H -2.18 1.60 1.94 -0.07
C -4.03 4.30 1.08 -0.51
C -0.08 -2.06 -1.78 0.56
C -3.27 -2.02 0.59 -0.42
O 2.36 0.70 -0.64 -0.53
C 3.25 0.06 0.00 0.93
C -0.35 0.08 2.54 -1.00
O 9.40 -0.47 -1.59 -0.61
C -3.12 0.71 6.54 -0.58
C 1.27 -2.41 -1.77 -0.20
H 2.16 4.57 -2.97 0.40
N -1.66 0.12 -1.05 -0.22
C -3.52 -4.04 1.86 -0.54
C 4.81 0.36 -1.94 -0.40
H -0.92 -3.26 -4.84 0.42
C 0.83 3.25 -1.94 -0.34
H 7.84 -0.74 0.20 0.49
H -2.54 -2.20 4.08 0.44
C -3.57 3.24 1.84 -0.60
H 1.55 3.71 -5.21 0.40
C 6.98 -0.44 -0.38 -0.55
H -1.92 -2.10 -2.90 0.40
H 5.54 -0.66 1.20 0.50
H -1.72 -5.15 2.23 0.39
O 3.02 -0.55 1.07 -0.77
C -1.11 -0.04 3.48 0.29
N 8.48 -0.17 -2.32 1.00
P -0.76 -1.15 -0.37 0.76
H -5.14 -2.72 1.36 0.41
C -2.57 2.41 1.34 0.04
C -2.51 3.73 -0.69 -0.39
C -3.51 4.55 -0.18 -0.70
C -0.31 -3.02 -3.98 -0.72
C -0.87 -2.37 -2.89 -0.39
C -2.01 -0.19 4.59 0.48
C -0.45 1.74 -3.32 -0.29
H -2.09 3.92 -1.67 0.38
C -3.59 -1.54 5.83 -0.59
P -0.79 1.52 -0.55 1.25
H 1.13 3.60 -0.96 0.40
H -2.67 0.14 -1.07 0.37
H -4.81 4.95 1.48 0.38
C 0.15 2.27 -4.45 -0.68
C -1.90 -2.26 0.47 0.89
C 7.12 -0.10 -1.71 0.11
H -3.97 3.05 2.83 0.51
H -3.28 1.53 7.23 0.38
C -2.71 -1.39 4.77 -0.18
C -3.80 -0.49 6.72 -0.38
C 1.08 3.30 -4.33 -0.51
H -4.49 -0.60 7.54 0.38
C -2.16 -4.28 1.76 -0.63
O 8.58 0.12 -3.49 -0.61
H -0.28 -3.57 1.02 0.40
H -4.15 -4.74 2.40 0.40
C 5.71 -0.39 0.17 -0.37
```

* energy: -2725.1188 Ha
* E_HOMO (alpha / beta): -0.27178 / -0.29063 hartree
* 2S+1: 3
* gap between HOMO and LUMO (alpha / beta): 7.13 / 6.65 eV



# 2
This record from the Open Molecules 2025 dataset describes C39H31BrCl3F4NOPPb as an isolated structure. The level of theory is wB97M-V/def2-TZVPD.

The geometry in XYZ format:
```
82
Properties=species:S:1:pos:R:3:mulliken_charge:R:1
F -4.91 2.95 4.19 -0.27
C 3.29 4.56 -1.02 1.12
Cl -3.56 -0.99 -3.58 -0.19
C 1.97 4.61 -0.59 -0.83
C 0.73 0.94 2.75 -0.53
C -0.93 -0.95 -6.57 0.42
O -0.96 -0.29 -2.49 -0.39
C 3.81 3.31 -1.35 -0.98
H -1.60 -0.90 4.39 0.49
C -0.20 -3.78 -1.80 -1.60
C -0.93 -0.49 -3.79 -1.19
H 0.03 -0.63 6.20 0.46
H 0.20 3.47 -0.19 0.35
C 1.23 3.45 -0.52 -0.37
H 1.17 -0.50 -6.50 0.46
C -3.81 -1.32 0.93 -0.99
H -1.28 -2.59 2.80 0.25
H 2.41 -1.51 2.90 0.27
C 1.64 1.11 3.79 -0.82
H 4.83 3.20 -1.69 0.38
H 3.38 1.21 -1.50 0.14
C -4.25 2.79 3.05 0.23
H 5.14 -2.47 -1.80 0.44
C 4.12 5.80 -1.11 -1.41
C 2.01 -2.50 1.03 1.00
H 3.93 -1.57 0.85 0.44
C 0.23 -0.39 -4.57 1.06
C 1.39 0.55 5.03 -0.49
H -5.55 -2.40 0.32 0.47
C -4.62 -2.44 0.87 -0.71
H 3.63 6.54 -1.75 0.35
H 0.07 -3.42 0.88 0.43
Br -2.16 2.18 -1.05 -0.07
C 0.23 -0.19 5.23 -0.75
H 0.94 1.38 1.79 0.29
C 0.94 -3.05 0.33 -0.30
H -1.15 -3.40 -1.42 0.27
F -3.31 0.83 3.86 -0.35
C -3.74 3.52 0.83 0.16
C -0.69 -0.35 4.21 -0.27
C -2.21 -2.54 2.25 -0.36
H -3.03 -1.33 -6.34 0.47
C -2.70 1.51 1.69 -0.47
Cl 1.72 0.07 -3.78 -0.16
H 5.11 5.60 -1.52 0.35
C 4.38 -1.69 -1.82 -1.73
C 0.25 -0.60 -5.94 -0.93
H -0.15 -3.56 -2.87 0.32
H -4.86 -4.49 1.45 0.40
H -0.20 -4.86 -1.68 0.45
C -2.11 -1.06 -5.85 -0.77
C 2.02 -2.45 2.53 -1.38
C -2.10 -0.84 -4.48 0.57
N 1.73 2.25 -0.85 0.21
C -2.61 -1.35 1.64 0.94
C 0.96 -3.17 -1.06 0.32
H 4.24 6.26 -0.13 0.33
H 4.16 -1.48 -2.87 0.35
C -3.03 -3.66 2.19 -0.73
C -0.45 0.22 2.95 0.72
P -1.53 0.11 1.50 0.18
H 2.54 1.69 3.62 0.47
C 2.08 -2.71 -1.75 -0.53
F -3.94 4.40 -0.15 -0.33
H 1.51 5.55 -0.32 0.47
H 4.83 -0.80 -1.38 0.37
C 3.10 -2.02 0.31 -0.56
H -2.72 -4.57 2.68 0.48
C -4.23 -3.62 1.50 -0.66
C 3.00 2.20 -1.25 -0.19
H 2.65 -3.25 2.92 0.47
H 1.02 -2.59 2.94 0.16
C 3.16 -2.13 -1.07 0.73
C -4.41 3.71 2.03 0.56
F -5.21 4.75 2.19 -0.27
Pb 0.49 -0.13 -0.89 2.02
Cl -0.94 -1.23 -8.27 -0.21
C -2.91 2.43 0.66 0.47
C -3.41 1.70 2.87 0.20
H -4.12 -0.41 0.42 0.42
H 2.12 -2.81 -2.83 0.41
H 2.10 0.67 5.83 0.42
```

* energy: -6522.8598 Ha
* E_HOMO: -0.38197 hartree
* total charge: +1
* 2S+1: 1
* gap between HOMO and LUMO: 7.94 eV



Going through the records in order, we get energy above the lowest of the compared OMol25 structures with the same formula, charge and spin values of 0.00, 5.74 kcal per mole.